41
Properties=species:S:1:pos:R:3:forces:R:3:nbo_charge:R:1 method="wB97M-V/def2-TZVPD" relative_energy_kj_mol=46.9 homo_ha=-0.3296 total_charge=0 energy_ev=-108342.1888
Ru 0.24161 1.08756 0.24874 0.3499 -0.2157 0.3317 0.3760
S 2.08659 -1.52340 1.60006 -0.1848 -0.1387 0.1296 2.2834
S 1.70756 3.83351 1.34766 -0.0025 0.0282 -0.0029 0.1510
S 0.40648 -2.43568 -0.47505 -0.0342 -0.2411 0.3078 2.2923
S 1.38413 1.51383 -1.80812 0.1153 -0.0679 0.1973 -0.0099
S -1.60580 2.19172 -0.65322 -0.1368 0.0825 -0.1372 -0.0744
F 4.57123 -0.92012 2.03219 -0.0098 0.0055 0.0018 -0.3019
F -3.52446 -1.25775 2.61481 0.0846 -0.0208 0.0074 -0.3145
F 4.27818 -2.90541 1.21608 -0.0055 -0.0006 0.0100 -0.3002
F 2.10645 -3.72504 -1.97627 0.0144 0.0308 -0.0194 -0.2970
F -1.48257 -1.97289 2.47934 0.0386 -0.0290 -0.0399 -0.3112
F 4.10222 -1.16840 -0.06241 -0.0480 -0.0110 -0.0677 -0.3100
F 0.63269 -2.57643 -3.07387 -0.0060 -0.0449 0.0022 -0.3238
F 2.29245 -1.57375 -2.12127 0.0585 0.0471 0.0232 -0.3097
F -2.41112 -0.98431 0.78640 -0.1817 0.1336 0.1980 -0.3371
O 2.03767 -1.87915 2.97416 -0.0084 -0.0031 -0.0112 -0.8765
O -0.48672 -3.53565 -0.59657 -0.0016 0.0289 0.0490 -0.8871
O 1.74569 -0.15321 1.25301 0.2233 0.1664 -0.3610 -0.9450
O -0.70799 0.80193 2.11375 0.0905 -0.1321 -0.0726 -0.7327
O -0.19296 -1.10571 -0.53562 0.1222 0.2299 -0.2040 -1.0154
O -2.44058 0.95954 3.50608 0.0281 0.0704 -0.0087 -0.6583
N 1.41472 -2.62366 0.69654 0.0641 0.1705 -0.1727 -1.2185
N -3.72786 2.01765 0.91001 -0.0009 -0.0395 -0.0002 -0.7482
N 0.97994 1.19608 -4.35836 -0.0045 0.0082 -0.0054 -0.7734
N -0.54926 0.11433 -3.04141 0.0566 0.0737 -0.0584 -0.7693
N -2.04986 3.31897 1.75081 0.0177 -0.0323 0.0351 -0.7549
C -1.77834 0.38978 2.65134 -0.1957 0.0724 -0.1014 0.7060
C 0.53126 0.88206 -3.13414 -0.0897 -0.0227 -0.0348 0.3335
C 1.00493 2.56267 0.81908 -0.1939 -0.0339 -0.0443 0.0384
C -2.30805 -0.97936 2.13711 -0.0866 -0.0409 -0.0112 0.8757
C 3.87552 -1.64216 1.15998 -0.0016 0.0062 0.0009 0.7294
C -2.51608 2.53978 0.78492 0.0042 -0.0637 0.0730 0.3884
C 1.43604 -2.58207 -2.00108 -0.0274 -0.0527 0.0291 0.7186
H -1.08942 3.61644 1.66293 -0.0229 0.0093 -0.0201 0.4238
H -2.35096 3.12217 2.70080 -0.0207 -0.0320 -0.0240 0.4322
H -4.24929 2.11950 1.76889 0.0178 -0.0040 -0.0031 0.4186
H -3.99980 1.28959 0.27029 0.0069 0.0237 -0.0061 0.4291
H -0.77307 -0.30621 -2.14819 -0.0302 0.0272 0.0128 0.4513
H -0.95226 -0.30214 -3.86438 -0.0080 0.0240 -0.0060 0.3987
H 1.77540 1.80292 -4.44539 -0.0006 0.0005 0.0017 0.4225
H 0.58565 0.79246 -5.18960 0.0092 -0.0123 0.0018 0.4002


16
Properties=species:S:1:pos:R:3:forces:R:3:nbo_charge:R:1 method="wB97M-V/def2-TZVPD" relative_energy_kj_mol=488.7 homo_ha=-0.5093 total_charge=+1 energy_ev=-10679.4157
N -0.92023 0.92257 0.86323 -0.7222 1.5756 2.1773 0.2621
N 1.95286 -0.02332 2.28791 0.2929 0.1682 0.7550 -0.5882
N -0.69423 1.19722 1.94363 -0.3722 -0.6503 -1.0338 -0.1020
N -0.95666 0.70125 -0.30961 0.6466 -0.0888 -1.9116 -0.3428
N 1.56449 -0.21298 1.06079 -0.1206 -0.6533 -2.2759 -0.0857
C 0.94338 -0.94071 -1.29577 -0.7542 -1.5719 0.9220 -0.7128
C -2.13808 0.65083 -1.19008 -1.6674 0.4191 1.3301 -0.4451
C 1.18922 -0.33725 -0.02643 1.8206 0.5186 1.6199 0.5800
H 1.05371 -0.40037 -2.17449 0.1596 1.8286 -1.2109 0.2814
H -0.13233 -1.19884 -1.17888 0.9754 -0.9004 -0.6271 0.2881
H 1.71828 -1.71018 -1.36750 -0.6382 -0.6493 0.0359 0.2837
H -1.92184 0.61310 -2.28125 0.3086 0.7756 1.0776 0.2493
H -2.90432 1.41048 -0.81021 1.1906 -0.5766 -1.2007 0.2413
H 2.76892 -0.56664 2.65586 -1.3471 0.5382 -0.6713 0.4426
H 1.10578 0.17683 2.80530 0.5443 -0.0312 0.9918 0.4330
H -2.62895 -0.28199 -0.98250 -0.3166 -0.7018 0.0215 0.2150


51
Properties=species:S:1:pos:R:3:forces:R:3:nbo_charge:R:1 method="wB97M-V/def2-TZVPD" relative_energy_kj_mol=295.4 smiles="CCC(CC)C(=O)Nc1cccc(C(=O)Nc2ccc(OC)cc2[N+](=O)[O-])c1" homo_ha=-0.3065 total_charge=0 energy_ev=-35819.5590
O -6.72033 -2.85415 -0.95113 -0.0421 -0.1022 0.2133 -0.4866
O 0.72827 2.05070 0.43267 -0.3552 -0.0676 -0.0220 -0.6015
O -1.27227 -3.13402 2.50840 0.0211 -0.1079 0.1306 -0.5943
O -2.84435 -0.87213 -3.18103 0.0772 0.0608 -0.0883 -0.3728
O -1.16474 -1.00104 -1.86104 0.1679 0.1078 -0.0527 -0.4153
N 2.70508 0.99471 0.83878 0.4428 -0.0059 0.0085 -0.6414
N -1.42986 -1.99885 0.52126 0.6468 0.3550 -0.1731 -0.6387
N -2.35018 -1.18812 -2.11753 0.3873 0.3518 -0.6670 0.5314
C 1.93769 2.04300 0.41405 0.2912 0.4844 -0.1379 0.7058
C -4.96498 -3.02734 0.59147 -0.0940 0.1479 -0.3981 -0.1873
C 2.79008 2.27298 -2.41485 0.2093 0.0566 0.0759 -0.6070
C -0.78435 -2.41965 1.65926 -0.2073 0.0074 -0.1923 0.6783
C -3.18488 -1.80924 -1.14407 -0.8560 -0.6823 1.0900 -0.0311
C -2.72990 -2.21602 0.12824 -0.2666 0.0816 -0.4084 0.2574
C 2.75698 3.23420 -0.07229 0.1818 -0.0689 0.0909 -0.3155
C 1.57434 -2.73990 2.33144 -0.2272 -0.0242 -0.0489 -0.1843
C 2.88931 -2.31758 2.40111 -0.0299 0.0202 -0.0354 -0.1981
C 0.97428 -0.67673 1.23400 -0.0996 -0.0422 -0.0115 -0.2667
C -3.66435 -2.83146 0.97641 -0.0455 -0.0403 0.0708 -0.2441
C 2.29355 -0.24626 1.32358 -0.1292 -0.3665 0.1333 0.2429
C -4.51805 -2.01049 -1.52665 -0.2344 -0.0311 -0.0659 -0.2744
C -5.41748 -2.61589 -0.67277 0.4825 0.0692 0.1305 0.2844
C 3.57269 3.82470 1.08934 -0.1578 0.1871 -0.1113 -0.3830
C 3.25169 -1.08318 1.89643 -0.1117 0.1171 -0.0510 -0.2447
C 4.04023 5.24894 0.81091 0.0233 -0.2210 0.0713 -0.6028
C 0.61964 -1.92637 1.72897 0.5486 0.0221 0.2528 -0.1233
C 3.62475 2.85132 -1.27764 -0.2758 0.0663 -0.0732 -0.3859
C -7.22207 -2.45595 -2.20724 -0.0728 0.0434 -0.1516 -0.2545
H -5.66974 -3.50125 1.25563 -0.0679 -0.0642 0.1136 0.2305
H 4.28106 -0.75688 1.95307 0.1037 0.0481 0.0171 0.2046
H 2.02498 3.98142 -0.39490 -0.0276 -0.1325 0.0555 0.2281
H 2.94879 3.82994 1.98673 0.0632 -0.0620 0.0432 0.2124
H -8.27284 -2.73959 -2.20658 0.0714 0.0402 -0.0490 0.2036
H 3.70471 1.13837 0.84596 -0.1631 0.0604 -0.0493 0.3962
H 4.70906 5.28204 -0.04519 0.0749 0.0774 -0.0845 0.2023
H 3.63750 -2.95116 2.85289 0.0640 -0.0500 0.0263 0.2182
H -4.80085 -1.67361 -2.51105 -0.0387 -0.0224 0.0258 0.2568
H -0.86961 -1.49562 -0.16941 -0.2562 -0.2827 0.3037 0.4458
H 1.27274 -3.69666 2.72795 -0.0343 -0.0786 0.0520 0.2320
H -3.33195 -3.15445 1.94877 -0.0007 0.0050 -0.0155 0.2664
H 4.44520 3.19810 1.29390 -0.0062 -0.0771 0.0676 0.1863
H 3.42266 2.03271 -3.26630 -0.0150 -0.0526 -0.0988 0.2124
H 0.24201 -0.01011 0.80950 -0.0353 0.0115 -0.0143 0.2613
H 4.57339 5.64290 1.67298 0.0619 0.0986 0.0258 0.2139
H 4.38835 2.12666 -0.98109 0.0881 0.0488 0.0410 0.1857
H 2.27680 1.36679 -2.10120 -0.0806 -0.1122 -0.0329 0.2104
H -7.13772 -1.37411 -2.34662 0.0147 -0.0259 0.0003 0.1797
H -6.70756 -2.97010 -3.02454 0.0020 0.0225 0.0214 0.1793
H 4.14380 3.74271 -1.63430 0.0901 -0.0172 0.0626 0.2091
H 3.18973 5.89564 0.60974 -0.0739 0.1013 -0.0284 0.2073
H 2.03872 2.99007 -2.73598 -0.1092 0.0451 -0.0625 0.2105


61
Properties=species:S:1:pos:R:3:forces:R:3:nbo_charge:R:1 method="wB97M-V/def2-TZVPD" relative_energy_kj_mol=325.4 smiles="C=CCOC(=O)[C@H](C#N)c1nc2ccccc2nc1N1CCN(c2ccccc2OCC)CC1" homo_ha=-0.2702 total_charge=0 energy_ev=-40992.1368
O -4.24545 1.38120 0.04094 0.2932 0.1557 -0.5249 -0.5363
O 1.21188 1.26107 2.42549 0.1618 -0.0348 0.0573 -0.5796
O 3.27831 2.13189 2.54099 0.3830 0.1660 -0.1221 -0.4905
N 0.54989 -0.24778 -1.04585 0.1194 0.0825 -0.1798 -0.4252
N -2.32335 -0.24818 -1.20883 -0.1851 -0.2775 0.1556 -0.4380
N 2.45144 2.30701 -1.26989 -0.0227 0.3596 -0.3267 -0.2977
N 1.17721 -2.41287 -0.59395 -0.2380 0.5097 0.0085 -0.4796
N 3.04767 -1.56482 1.25440 -0.0309 0.3861 0.1361 -0.3582
C 2.00843 4.63573 2.11949 -0.0060 0.0297 -0.0409 -0.3819
C 2.24506 4.19690 3.34007 0.1690 -0.2807 0.0448 -0.2082
C -1.63351 0.24625 -0.03796 0.4078 0.4650 0.1912 -0.2240
C -0.23379 0.78398 -0.39387 -0.4740 0.1086 0.3201 -0.2435
C 2.45501 -5.59294 0.59400 -0.1931 0.0141 -0.2383 -0.1906
C 1.30900 -1.12520 -0.32485 0.0321 -0.8874 -0.2979 0.3710
C 2.81277 -2.88710 1.09680 -0.3798 -0.2197 -0.4678 0.0522
C 3.33330 -5.16931 1.60356 0.1874 0.1844 0.2545 -0.2243
C 2.86047 0.71683 0.72350 0.0535 -0.3273 0.6965 -0.4657
C 2.34574 -0.70474 0.57701 0.3370 -0.1777 0.1775 0.1913
C -5.44270 0.78336 0.50162 -0.3696 -0.4042 0.1709 -0.0483
C 1.90565 -3.31158 0.09157 0.4528 0.1451 0.5041 0.2155
C 3.51847 -3.83540 1.85382 0.0177 -0.2714 0.0087 -0.1699
C -4.09513 1.40773 -1.34013 -0.0659 0.0706 0.0756 0.2471
C -3.88071 1.48101 -4.09913 -0.0857 0.0713 -0.0722 -0.2197
C 2.60209 1.58084 -0.39956 0.1487 0.3272 -0.4008 0.3007
C -4.81531 2.28049 -3.46994 -0.0372 -0.0038 -0.0730 -0.2418
C -3.11019 0.61306 -1.96412 -0.2550 0.1318 0.0507 0.1157
C -3.04009 0.67056 -3.35949 0.0748 -0.0369 0.0495 -0.2147
C -0.13469 -0.76541 -2.21654 -0.1632 -0.2769 -0.2375 -0.2363
C 1.75476 -4.68858 -0.15809 0.0672 -0.1801 0.1019 -0.2295
C -1.53567 -1.27588 -1.85124 0.2351 -0.0601 -0.1939 -0.2307
C -5.48927 -0.71572 0.22449 0.1219 0.3964 0.0217 -0.6394
C 2.32469 1.39270 1.99568 -0.2679 -0.2283 0.0346 0.8345
C -4.91274 2.23564 -2.09039 0.0750 -0.0223 0.1427 -0.2341
C 2.92149 2.90301 3.68681 -0.2621 0.1505 0.3925 -0.1163
H -1.52081 -0.58340 0.66991 -0.0209 0.0551 0.0515 0.1899
H 2.29801 4.08666 1.23827 0.0755 -0.1396 -0.1331 0.2003
H -0.32274 1.63176 -1.08045 0.0347 0.0023 0.0774 0.2099
H 2.33190 -6.65129 0.41554 -0.0228 -0.0695 -0.0339 0.2160
H 3.94985 0.65310 0.84682 -0.2631 -0.0600 -0.0620 0.3003
H -3.79137 1.49325 -5.17543 0.0183 -0.0002 -0.0823 0.2114
H -2.05612 -1.65962 -2.72816 0.0064 -0.0294 0.0210 0.2116
H -5.48844 -0.89833 -0.84816 -0.0158 -0.0717 -0.0827 0.2147
H 3.86793 -5.90811 2.18195 0.0482 -0.0332 0.0551 0.2163
H 3.86176 3.09237 4.21271 -0.1268 -0.0807 -0.0683 0.2092
H -6.39052 -1.14287 0.65580 -0.1200 -0.0726 0.0249 0.2121
H -2.21308 1.03566 0.43367 0.0853 -0.1321 0.0398 0.2447
H 0.24160 1.11293 0.52585 -0.0187 0.0264 -0.0921 0.2369
H 1.94711 4.76628 4.20934 -0.0707 0.1442 0.0736 0.2078
H 1.06612 -4.99917 -0.92841 -0.0652 -0.0249 -0.0829 0.2234
H -0.20454 0.06122 -2.92978 -0.0112 -0.0436 -0.0114 0.2030
H -5.46388 2.92732 -4.04011 -0.0556 0.0583 -0.0490 0.2130
H 0.46292 -1.57164 -2.64066 -0.0801 0.1218 -0.0754 0.2332
H -4.61917 -1.20175 0.65799 0.0657 -0.0780 0.0409 0.2140
H 2.26069 2.30768 4.32948 0.1816 0.0755 -0.0825 0.2136
H 4.19236 -3.48645 2.62081 0.0921 0.0402 0.0563 0.2233
H -5.64283 2.84360 -1.57581 -0.0427 0.0492 0.0856 0.2170
H -2.31442 0.07370 -3.88861 0.0976 -0.0552 0.0106 0.2012
H -5.44970 0.97460 1.57779 -0.0848 0.0147 -0.1154 0.1873
H -6.31688 1.27204 0.05031 0.1105 0.0215 0.0905 0.1644
H -1.41882 -2.09712 -1.13589 -0.0173 0.0196 -0.1050 0.2138
H 1.50943 5.57295 1.94845 -0.1014 0.1965 0.0295 0.2079


26
Properties=species:S:1:pos:R:3:forces:R:3:nbo_charge:R:1 method="wB97M-V/def2-TZVPD" relative_energy_kj_mol=159.9 smiles=Cc1ccccc1.CCC homo_ha=-0.3294 total_charge=0 energy_ev=-10628.0858
C -1.31936 0.71503 -1.74315 -1.5941 -1.0075 1.5243 -0.1994
C -1.05289 1.68976 0.44924 0.3557 0.8418 0.6011 -0.0173
C -2.41634 1.58721 0.71440 0.3673 -0.7392 -1.2664 -0.2109
C -2.67855 0.48527 -1.41611 0.3437 -0.5977 -0.6735 -0.2202
C 1.89364 -2.31040 -0.30337 1.7187 -1.8956 0.1662 -0.4229
C -0.51886 1.27970 -0.76260 0.0698 -0.4990 -1.4104 -0.2236
C 2.83076 -1.16479 -0.69247 -0.0638 0.5968 -0.3410 -0.6266
C -3.22622 0.88560 -0.21108 0.5797 1.7614 0.4693 -0.2114
C 1.18598 -2.22528 1.04652 -0.9909 1.8329 -0.1791 -0.6308
C -0.17826 2.27910 1.52362 1.6309 -0.1650 -0.1007 -0.6338
H 2.98294 -1.09350 -1.76072 -1.3826 0.6678 -0.7889 0.2168
H 0.51854 1.33406 -1.07791 0.2158 0.3454 0.8006 0.2144
H 0.14523 -1.84531 0.98179 -0.0472 -0.8839 -0.8389 0.2118
H -3.28923 -0.09419 -2.11503 0.0911 0.3671 0.1579 0.2090
H 2.46525 -0.24834 -0.18712 0.6431 -0.1044 -0.7801 0.2019
H -2.76585 2.09009 1.60678 -0.3922 -0.3806 0.0327 0.2106
H 0.55835 3.06015 1.19407 -1.2543 -0.0870 0.0850 0.2218
H -0.92022 0.19964 -2.60387 0.1829 0.4890 -0.2828 0.2147
H 2.58851 -3.17622 -0.38802 -0.4151 0.0172 0.9125 0.1978
H -4.28886 0.89132 -0.04327 -0.2550 -0.5126 0.0216 0.2133
H 1.13681 -3.16249 1.58532 0.3745 0.1778 0.4678 0.2204
H 1.46155 -1.30167 1.57859 1.1862 -0.8693 0.6727 0.2091
H -0.78787 2.56861 2.38235 0.3692 0.2613 -0.0923 0.2149
H 0.57367 1.53598 1.85781 -0.6707 -0.1263 0.1428 0.2173
H 3.92896 -1.29456 -0.61282 -0.5161 -0.3567 1.7476 0.2161
H 1.17232 -2.68477 -1.00295 -0.5467 0.8666 -1.0479 0.2069


What did we get for E_LUMO? Answer: -0.13; -3.29; -0.67; -0.18; 1.00 eV, in the order shown.